DFT (wB97M-V/def2-TZVPD) results for an isolated molecule of C3H6N2O2.

```
13
Properties=species:S:1:pos:R:3:nbo_charge:R:1
O -1.952 1.508 0.141 -0.62
O -1.873 -1.142 -0.563 -0.68
N 0.315 1.693 0.235 -0.87
N 1.640 -0.970 0.322 -0.80
C -0.847 0.981 0.083 0.61
C 0.465 -1.123 -0.347 0.02
C -0.715 -0.471 -0.162 0.06
H -2.571 -0.454 -0.559 0.50
H 0.496 -1.981 -1.022 0.20
H 0.283 2.559 0.755 0.40
H 1.019 1.639 -0.492 0.40
H 2.186 -1.823 0.434 0.39
H 1.555 -0.417 1.175 0.39
```

Calculated values
**Max |F|**: 1.36 eV/Å
**Kohn-Sham gap**: 0.3127 Eh
**SMILES string**: N/C=C(/O)C(N)=O
**Lowest unoccupied orbital energy**: 0.683 eV
**HOMO energy**: -7.83 eV
**Spin multiplicity**: 1
**Energy above the lowest of the compared OMol25 structures with the same formula, charge and spin**: 43.3 kcal/mol
**Electronic energy**: -10282.9193 eV